1.
{"formula": "C35H31BF2IrN4O2", "method": "ωB97M-V/def2-TZVPD", "relative_energy_kj_mol": 427.3, "molar_mass_da": 780.684, "multiplicity": 2, "homo_lumo_gap_ev": [5.2, 5.3], "total_charge": 2, "symbols": ["H", "F", "N", "C", "C", "C", "H", "H", "H", "H", "H", "C", "H", "N", "C", "N", "H", "H", "B", "C", "C", "H", "C", "C", "C", "H", "H", "H", "H", "O", "C", "H", "H", "C", "F", "C", "Ir", "C", "C", "C", "C", "C", "H", "H", "C", "C", "H", "C", "H", "C", "H", "C", "C", "H", "C", "C", "H", "C", "O", "H", "C", "H", "C", "N", "C", "C", "C", "C", "H", "H", "C", "H", "H", "H", "C", "H"], "positions_angstrom": [[4.984, 0.858, -2.318], [1.812, 1.411, -2.548], [-1.333, 0.614, 2.245], [-3.362, 3.140, 0.242], [-3.509, 1.127, 1.590], [-4.331, 3.680, 1.247], [1.067, -0.338, 1.205], [2.732, -3.355, 1.515], [-4.139, -0.881, 4.609], [-2.184, 2.467, 2.677], [-2.566, 7.231, -1.813], [3.826, -0.798, 0.978], [0.155, -3.504, 1.584], [4.659, -1.748, -2.505], [4.397, -0.954, -1.339], [-1.163, 2.089, -1.596], [3.914, 1.167, 1.811], [3.665, -4.677, 0.777], [2.049, 0.155, -2.883], [-2.287, 6.189, -1.753], [-0.944, 4.345, -2.449], [-5.518, 1.030, 2.594], [-2.458, 1.416, 2.665], [2.224, -4.291, -3.184], [-3.401, -0.407, 3.968], [3.004, -4.897, -3.629], [-3.571, 0.054, 1.409], [-3.507, 1.612, 4.669], [4.624, 2.251, -0.299], [3.828, -2.922, -0.206], [-2.972, 1.877, 0.439], [-1.345, -4.441, 3.331], [-0.567, -2.070, -1.752], [-1.607, 3.507, -1.570], [2.712, -0.107, -3.996], [4.636, 0.410, -1.394], [-1.212, 1.027, 0.222], [-1.396, -3.381, 3.127], [-3.511, 1.073, 3.718], [2.511, -2.954, -2.859], [-2.291, -2.611, 3.768], [-2.382, -1.182, 3.498], [-4.653, 4.706, 1.131], [5.601, -1.669, -2.875], [3.885, -2.586, -3.115], [-1.372, -0.639, 2.576], [-2.977, -3.042, 4.486], [1.469, -2.161, -2.345], [-3.740, 5.770, -0.266], [4.441, 1.187, -0.264], [0.804, -5.888, -3.165], [0.224, -2.718, -2.110], [-0.479, -1.512, 1.859], [4.507, -3.411, 1.702], [-0.010, -4.059, -2.380], [4.004, -1.587, -0.154], [-1.800, 1.580, -2.210], [-4.565, 1.563, 2.603], [1.572, -0.820, -2.065], [-5.429, 3.593, 3.024], [-2.641, 3.996, -0.740], [0.631, -1.511, 0.149], [-4.778, 3.046, 2.353], [0.272, -0.848, 0.824], [3.673, -3.623, 1.032], [-2.952, 5.349, -0.873], [0.992, -4.851, -2.923], [4.040, 0.574, 0.914], [-0.992, -4.475, -2.198], [-0.251, 2.078, -2.043], [-1.268, 5.689, -2.546], [-0.152, 3.942, -3.073], [3.548, -1.252, 1.919], [4.376, -3.137, -3.912], [-0.493, -2.828, 2.131], [-0.734, 6.328, -3.235]], "mulliken_spin": [0.00, 0.00, 0.02, 0.04, 0.05, -0.03, 0.00, 0.00, 0.00, 0.00, 0.00, 0.00, 0.00, 0.00, 0.00, 0.01, 0.00, 0.00, 0.00, -0.01, 0.00, 0.00, -0.01, 0.00, -0.02, 0.00, 0.00, 0.00, 0.00, 0.00, -0.09, 0.00, 0.00, 0.02, 0.00, 0.00, 0.90, 0.01, 0.00, 0.00, -0.01, 0.01, 0.00, 0.00, 0.00, 0.03, 0.00, 0.00, 0.00, 0.00, 0.00, 0.00, -0.03, 0.00, 0.00, 0.00, 0.01, 0.00, 0.00, 0.00, 0.02, 0.01, 0.05, 0.06, 0.00, 0.01, 0.00, 0.00, 0.00, -0.01, 0.01, 0.00, 0.00, 0.00, -0.03, 0.00]}



2.
{"formula": "C35H31BrN7O2PtSe", "method": "ωB97M-V/def2-TZVPD", "relative_energy_kj_mol": 285.6, "molar_mass_da": 935.622, "multiplicity": 1, "homo_lumo_gap_ev": [5.5, 5.4], "total_charge": 1, "symbols": ["C", "C", "C", "H", "C", "C", "H", "O", "C", "N", "H", "C", "C", "C", "H", "C", "H", "C", "H", "Se", "O", "H", "H", "H", "H", "C", "C", "H", "C", "H", "H", "H", "N", "C", "H", "C", "C", "H", "H", "C", "H", "Br", "H", "C", "H", "H", "C", "C", "N", "N", "C", "H", "C", "H", "C", "H", "C", "C", "H", "H", "C", "H", "N", "H", "C", "C", "C", "H", "C", "C", "C", "N", "H", "N", "C", "Pt", "H", "C"], "positions_angstrom": [[1.211, 4.109, -1.344], [-3.538, 1.448, 0.906], [1.829, -3.977, -1.891], [2.225, -4.912, -2.291], [-5.835, 1.344, 0.179], [5.197, -1.391, 4.057], [-0.138, -1.013, -1.222], [3.726, -0.932, 0.194], [0.792, 6.381, 1.600], [-1.771, -4.089, -1.538], [-0.559, 0.306, -3.289], [-2.415, 0.988, 1.738], [-4.803, 0.866, 0.974], [-2.641, -3.960, -3.903], [2.177, -3.568, 2.569], [2.130, -2.555, 2.166], [-4.995, 0.066, 1.682], [0.707, 2.722, -1.272], [-2.609, -4.259, -1.013], [-0.184, -5.176, 0.637], [1.754, -2.571, 0.830], [5.592, -1.491, 5.061], [-0.498, -3.701, -6.533], [3.458, -2.572, 4.458], [-6.410, 2.757, -1.333], [-4.349, 2.982, -0.770], [1.179, 5.114, -0.474], [2.103, -3.883, -0.848], [0.474, 5.276, 0.816], [1.277, 2.320, 0.763], [1.442, -1.213, 3.717], [1.714, 6.011, -0.768], [-0.917, 5.761, 3.129], [0.859, 1.908, -0.153], [-3.699, -4.024, -3.676], [0.183, 2.129, -2.417], [-1.979, -0.247, 1.933], [2.885, -1.407, 0.111], [1.718, 4.322, -2.281], [-2.184, -3.860, -5.201], [-4.171, 3.809, -1.447], [-2.731, -1.709, 0.930], [-0.577, 0.050, 3.578], [-0.812, -0.585, 2.729], [1.204, -3.724, -4.738], [5.925, -0.014, 1.034], [5.391, -0.559, 1.806], [5.897, -0.682, 3.087], [1.112, -1.830, 2.989], [0.555, 0.612, -0.132], [-0.308, -3.900, -3.193], [-1.793, 1.769, 2.177], [-0.510, -4.080, -0.947], [2.248, -3.138, -2.447], [3.469, -1.877, 2.427], [-6.825, 0.911, 0.259], [-3.326, 2.531, 0.051], [3.999, -1.988, 3.715], [0.044, 2.721, -3.317], [6.852, -0.228, 3.331], [-1.677, -3.985, -2.899], [-2.348, 3.007, 0.028], [0.376, -3.967, -2.008], [0.289, 7.405, 3.433], [-0.153, 0.787, -2.406], [-5.605, 2.390, -0.706], [-1.155, 4.743, 2.309], [-2.900, -3.846, -6.014], [4.170, -1.137, 1.460], [-0.809, -3.774, -5.498], [0.066, 0.067, -1.243], [-0.021, -1.520, 2.373], [1.575, 7.065, 1.301], [-0.502, 4.437, 1.187], [0.148, -3.787, -4.506], [-0.297, -2.645, 0.638], [-1.984, 4.095, 2.587], [0.078, 6.573, 2.768]], "lowdin_charge": [-0.03, -0.25, -0.01, 0.11, -0.07, -0.09, 0.06, 0.06, 0.00, 0.07, 0.11, -0.07, -0.07, 0.00, 0.14, -0.36, 0.10, -0.20, 0.14, 0.70, -0.33, 0.11, 0.11, 0.12, 0.11, -0.06, -0.03, 0.05, -0.26, 0.12, 0.15, 0.11, 0.09, -0.09, 0.12, -0.02, -0.56, 0.06, 0.12, -0.07, 0.11, 0.91, 0.15, -0.16, 0.12, 0.12, 0.00, -0.07, 0.05, 0.08, -0.17, 0.12, -0.85, 0.11, -0.10, 0.11, -0.03, -0.05, 0.12, 0.11, -0.18, 0.09, -0.08, 0.12, -0.04, -0.07, -0.20, 0.11, -0.25, -0.07, -0.17, -0.15, 0.12, 0.13, 0.00, 0.82, 0.10, -0.11]}



3.
{"formula": "C35H31ClN5O7Tl", "method": "ωB97M-V/def2-TZVPD", "relative_energy_kj_mol": 0.0, "molar_mass_da": 873.497, "multiplicity": 1, "homo_lumo_gap_ev": 6.1, "symbols": ["O", "C", "H", "N", "H", "H", "C", "H", "H", "H", "C", "C", "H", "H", "C", "C", "C", "C", "H", "H", "H", "C", "H", "N", "O", "C", "C", "C", "C", "H", "C", "C", "C", "O", "C", "H", "C", "H", "C", "C", "H", "C", "H", "C", "C", "C", "C", "H", "O", "C", "N", "O", "C", "Tl", "Cl", "H", "C", "C", "H", "H", "O", "H", "H", "C", "C", "H", "H", "C", "H", "H", "N", "H", "C", "C", "H", "H", "H", "C", "N", "O"], "positions_angstrom": [[1.613, 0.034, -8.611], [-2.575, -0.021, 3.904], [2.076, -3.211, -0.473], [0.628, 2.853, -0.156], [-3.949, -2.754, 2.427], [-3.757, -0.008, -2.419], [-2.304, 1.459, 1.982], [-5.163, 2.168, 3.686], [-1.446, 1.327, -4.043], [0.260, 5.846, -2.527], [3.249, -0.303, 0.985], [0.487, -0.365, 4.552], [-2.235, -2.689, 2.873], [-3.343, -2.213, -1.574], [5.683, -0.486, 0.907], [0.095, -0.975, 3.356], [-2.919, -1.383, -0.993], [-2.962, -3.168, 2.218], [-2.971, -4.237, 2.434], [-4.301, 0.293, 5.073], [-3.088, 0.773, -0.985], [-3.735, 0.615, 4.208], [-3.842, 2.929, 1.719], [-1.660, 3.015, 0.426], [-0.621, 0.753, -1.796], [-1.797, 0.345, 2.756], [1.287, -1.038, 5.458], [-0.557, 0.943, -5.960], [1.658, 0.063, -4.517], [-3.118, -3.681, 0.126], [-4.229, 1.693, 3.419], [-3.521, 2.103, 2.341], [4.354, -2.322, 0.125], [2.241, 0.408, 1.364], [1.316, -2.947, 4.013], [2.611, 2.773, -0.675], [0.577, 0.469, -6.604], [2.477, 4.736, -2.211], [1.685, 0.026, -5.900], [-0.578, 0.970, -4.578], [2.323, -2.866, 5.908], [3.169, -1.605, 0.402], [1.594, -0.542, 6.370], [1.598, 4.384, -1.692], [4.553, 0.226, 1.194], [1.947, -2.216, -0.013], [-0.566, 3.438, -0.313], [4.278, -3.315, -0.303], [-3.082, -1.640, 0.390], [1.704, -2.336, 5.196], [-0.674, -0.264, 2.417], [0.791, -1.787, 0.056], [-3.642, -0.095, -1.338], [0.275, 0.514, 0.422], [7.028, -2.677, 0.031], [-1.853, -1.309, -1.238], [5.579, -1.783, 0.377], [-2.627, -2.927, 0.757], [2.509, -0.267, -3.937], [4.612, 1.225, 1.605], [1.547, 0.355, -1.714], [-2.228, -0.850, 4.504], [0.222, -2.751, 2.175], [0.492, 0.547, -2.354], [1.681, 3.304, -0.836], [1.636, -3.960, 3.802], [6.663, -0.061, 1.080], [0.360, 5.001, -1.859], [2.545, -0.334, -6.445], [-1.547, -3.003, 0.578], [0.606, 0.451, -8.070], [-4.628, -0.105, -0.873], [0.529, 0.533, -3.857], [-0.735, 4.532, -1.165], [-1.717, 4.970, -1.263], [0.176, 0.653, 4.755], [-1.398, 1.276, -6.549], [0.527, -2.273, 3.095], [-1.492, 1.923, 1.039], [-0.381, 0.845, -8.662]], "lowdin_charge": [0.08, -0.02, 0.14, 0.06, 0.08, 0.08, -0.21, 0.10, 0.12, 0.11, -0.33, -0.02, 0.04, 0.12, -0.08, -0.30, -0.28, -0.06, 0.08, 0.11, 0.05, -0.05, 0.11, 0.11, -0.05, -0.22, -0.08, 0.02, 0.01, 0.12, -0.08, -0.01, -0.06, -0.12, -0.07, 0.12, -0.14, 0.11, 0.02, 0.01, 0.10, -0.12, 0.10, -0.04, 0.01, -0.18, -0.32, 0.12, -0.16, -0.09, 0.04, -0.07, -0.06, 1.15, 0.65, 0.10, -0.67, -0.28, 0.12, 0.12, -0.01, 0.12, 0.09, -0.60, -0.11, 0.11, 0.11, -0.05, 0.12, 0.10, -0.35, 0.08, -0.11, 0.00, 0.12, 0.12, 0.12, -0.03, -0.02, 0.08]}



| no. | E_tot (Ha) |
| --- | --- |
| 1 | -2050.26520 |
| 2 | -6980.56935 |
| 3 | -2785.36022 |